No. 1
ORCA calculation (ωB97M-V/def2-TZVPD) on a structure of composition C3H3CuO2.

XYZ file:
```
9
Properties=species:S:1:pos:R:3:forces:R:3
H -0.83917 -1.57899 -0.69372 0.101 0.306 0.213
Cu 3.39199 -0.74337 2.39908 -0.447 0.331 -0.694
O 2.33304 0.15706 0.56722 -0.559 -1.443 1.664
H -3.06433 -0.25222 -0.06780 0.280 0.101 -0.124
O 1.54347 1.03832 -1.37624 -1.250 -1.471 1.336
H -1.99061 1.27304 0.04578 -0.069 -0.314 -0.056
C -2.06448 0.19652 -0.13844 0.976 -0.308 0.121
C -1.00163 -0.55100 -0.36452 -1.023 0.229 -0.091
C 1.69172 0.46064 -0.37137 1.990 2.570 -2.369
```
Positions in Å, forces in eV/Å.

Calculated values
Spin multiplicity: 2
HOMO energy (alpha / beta) in eV: -12.50 / -13.51
LUMO (alpha / beta) in eV: -6.76 / -6.77
Gap between HOMO and LUMO (alpha / beta) in hartree: 0.211 / 0.248
Net charge: +1

Mulliken population analysis, charges in e, atoms 1 to 8: 0.32, 0.92, -0.33, 0.26, -0.24, 0.21, -0.37, -0.35

***

No. 2
ORCA calculation (ωB97M-V/def2-TZVPD) on a cluster of 4 separate species, C25H50N8P in total.

XYZ file:
```
84
Properties=species:S:1:pos:R:3:forces:R:3
H -6.90474 4.43455 -5.11619 0.028 -0.091 0.014
H -2.71214 2.95392 -0.77395 0.499 -0.526 -1.599
C 2.34680 -2.25298 -2.24443 0.857 0.045 -1.088
N -3.01243 -0.02704 -1.96687 -0.822 0.048 0.109
H 5.06519 -5.80513 8.66643 -0.166 0.061 0.097
H 3.40487 -1.41092 0.59649 -0.379 -1.576 -0.098
H 4.87840 -6.00978 6.20811 0.020 0.033 0.154
N 1.96210 -1.18404 3.00633 3.359 -0.134 2.044
C 3.99709 1.11141 5.16699 0.028 0.079 0.025
H 4.44834 -2.31438 4.69894 -0.122 0.028 -0.173
H -6.00135 3.14749 -4.29471 -0.053 0.054 0.051
C -6.78436 3.83320 -1.80599 2.252 -0.309 1.654
C -3.78507 1.22864 -1.70655 0.104 -0.470 -0.284
C -0.59949 3.14945 0.86833 0.809 0.436 -0.780
H 2.49307 1.88303 0.13330 -0.745 -0.776 1.524
H -8.90391 3.95740 -1.92513 0.189 0.061 0.074
H 3.42211 -0.84345 -3.66445 -1.655 0.107 0.873
H -9.05888 3.40679 -4.33166 0.032 0.019 0.161
N -2.74018 0.94916 -5.41487 1.193 0.660 -0.618
H 2.23873 -2.87931 0.42242 1.499 0.616 -0.313
H 1.40918 -2.30336 -1.58557 1.244 0.253 -1.040
N 2.11625 0.30826 -2.33625 0.064 -1.141 0.192
H 2.31282 -3.14060 -2.98787 -0.161 1.472 1.213
C 0.20506 1.19238 -3.80694 0.877 -0.637 -0.591
C -1.33046 1.88579 -2.29521 2.069 -0.088 0.068
C 3.38958 -4.51755 8.90790 -1.327 1.894 1.636
C 4.27713 -1.28847 4.36248 -0.812 0.120 -0.143
C -1.83933 -0.03283 -6.09803 0.047 -1.481 -0.586
H 3.51100 -6.53388 8.23756 -0.019 0.141 0.071
H -2.78953 2.90756 -4.57319 1.561 -1.324 -0.057
C -8.04149 4.12226 -2.57583 0.651 -0.398 0.303
P 0.01855 1.40620 0.32633 -0.576 -0.441 1.058
C 4.21597 -0.34421 5.56567 -0.080 0.318 0.213
N 2.82754 -3.65013 9.48155 1.864 -2.808 -1.983
H 3.98914 1.75047 6.05298 0.036 -0.045 -0.099
H -7.07214 2.74955 -5.63437 -0.008 0.091 0.047
H -3.20104 3.22801 -2.52237 1.215 -0.819 0.891
C 2.38114 -0.90811 -3.17119 0.530 -2.233 -0.223
C -0.08599 1.36673 -1.55650 -1.900 1.810 -2.777
H -2.35924 -0.35449 -7.07616 1.027 0.491 1.464
C 4.10561 -5.61828 8.17789 -0.283 0.791 0.235
H 4.09163 -3.48954 -1.59052 -0.459 1.595 0.113
C 4.32705 -5.21479 6.71876 -0.103 0.071 -0.337
H -0.00385 3.42213 1.80857 -0.843 -0.358 -1.420
C -6.95659 3.39987 -4.76381 0.002 -0.009 -0.123
C 2.98238 -1.22991 3.60287 -2.320 -0.138 -1.562
H 5.15094 -0.42211 6.12790 -0.068 -0.128 -0.089
N -1.10875 1.77278 -3.73946 3.998 -1.550 3.993
C 3.29336 -2.48645 0.22915 1.026 0.371 -0.601
H -3.12781 -0.36392 -2.93147 -0.119 0.085 0.826
H 3.22812 -4.69967 4.92782 -0.051 -0.082 0.039
H 5.09773 -1.00852 3.69592 -0.158 -0.029 -0.060
H 3.03922 1.25027 4.65843 0.062 -0.058 -0.002
H -8.04172 5.17272 -2.87924 0.107 -0.073 0.116
H 2.04211 -0.05604 -1.36102 0.141 0.697 -0.853
H -8.15118 2.16157 -3.48101 -0.085 0.132 0.053
H 1.63403 -1.09990 -4.01039 0.726 0.814 1.182
H 2.46666 -4.12217 6.40638 0.017 -0.099 0.042
H -1.70920 3.15117 1.12851 1.590 -0.077 -0.519
H 2.38168 -5.84239 5.98325 0.026 0.106 -0.025
H 0.68601 0.97518 -4.81711 -0.737 0.345 1.790
H -3.19401 -0.75650 -1.26848 -0.045 0.434 -0.743
C -2.71969 2.47962 -1.80864 -0.809 -1.042 0.476
H 4.79387 1.46021 4.50263 -0.067 0.006 0.049
C 3.02315 -4.95624 5.97060 -0.001 0.048 -0.076
H -4.64480 1.35015 -2.46390 1.385 0.020 1.153
C 3.67677 -2.44692 -1.35713 -0.710 -1.289 0.968
H -4.26519 1.14557 -0.67449 0.791 0.436 -1.432
C -8.12357 3.20820 -3.80075 0.119 -0.180 -0.283
H 3.40940 -0.65273 6.23840 0.126 -0.094 -0.075
H -1.37931 2.66445 -5.71896 -0.471 -1.005 1.509
H 1.89589 1.99482 1.91968 -0.255 -0.994 -1.643
N 0.88442 0.88649 -2.57968 -7.310 3.327 -1.509
H -3.35366 1.30894 -6.17237 0.411 -0.130 1.029
N -5.79527 3.60433 -1.20015 -3.187 0.722 -2.073
H 4.94713 -4.31322 6.67367 0.033 -0.124 0.112
H -1.69259 -1.01295 -5.49805 -0.301 1.728 -0.717
C 1.82640 1.38779 0.93974 0.782 0.545 -0.846
H 4.50585 -1.69070 -1.56317 -1.268 -0.901 0.228
H 2.15853 0.31099 1.16253 -0.622 1.699 -0.399
C -1.98988 2.13371 -4.88764 -0.900 0.754 -0.978
H -0.33727 3.86576 -0.00349 -0.659 -0.806 1.692
H -0.79128 0.35938 -6.33518 -1.475 -0.303 0.123
H 4.04938 -3.15477 0.79586 -1.267 1.200 -0.847
```
Positions in Å, forces in eV/Å.

Calculated values
HOMO energy in eV: -10.25
LUMO in eV: -2.29
Gap between HOMO and LUMO in hartree: 0.292
Net charge: +1

Mulliken population analysis, charges in e, atoms 1 to 8: 0.33, 0.01, -0.75, -0.39, 0.29, 0.00, 0.33, -0.53

***

No. 3
ORCA calculation (ωB97M-V/def2-TZVPD) on a structure of composition C16H16BrF3NO4SZn.

XYZ file:
```
43
Properties=species:S:1:pos:R:3:forces:R:3
H 1.27216 -2.34661 2.82841 0.000 0.002 0.004
C 0.20178 2.05233 -3.08909 0.016 0.003 0.053
C 2.56453 1.50276 -2.63947 0.020 -0.012 -0.016
H 1.55415 3.05763 -0.76640 -0.072 0.050 0.041
H 1.01254 0.06501 2.26016 0.023 0.010 0.001
C 0.28809 -0.66976 1.93262 -0.055 -0.037 -0.006
O -1.95897 2.42619 1.61654 0.018 0.060 0.273
C 1.10215 2.06419 -0.69230 0.110 -0.156 -0.095
H -0.83722 1.96830 -2.76652 -0.017 0.013 -0.010
C 0.42982 -2.00584 2.23928 0.014 0.048 0.009
C 1.63530 -0.90321 -1.12588 0.008 -0.037 0.003
N -0.72740 -0.19241 1.20672 0.143 -0.110 -0.122
S -1.61141 3.10432 2.88685 0.062 0.072 -0.041
F -3.26991 1.44075 4.10342 -0.026 0.019 -0.003
H 3.29733 1.06074 -1.96459 -0.005 0.008 0.000
H 2.40399 -0.40530 -0.54691 -0.006 0.007 -0.004
H -1.21509 -2.58832 -3.07855 -0.005 -0.002 -0.003
H -0.85459 -0.17595 -3.27744 -0.004 0.000 -0.007
O -0.43701 -4.23603 1.94904 -0.008 0.034 -0.014
H 0.36199 -4.43442 2.44836 -0.001 0.011 0.010
C -0.19614 -0.74990 -2.64022 -0.028 -0.015 -0.003
H 0.44049 3.11581 -3.11852 0.006 0.003 -0.012
C -1.99271 1.83539 4.16317 -0.068 -0.129 -0.034
F -1.76829 2.32743 5.38595 -0.014 0.039 0.050
H 2.81163 2.56108 -2.75144 0.002 0.009 -0.001
H 0.27284 -3.96641 -1.65263 -0.002 -0.005 0.000
C 1.45177 -2.27134 -1.02942 -0.018 0.011 -0.020
O -0.18664 3.28503 3.02051 -0.052 0.038 0.038
C -0.51125 -2.89642 1.73836 0.016 -0.064 0.036
H 0.30541 1.64171 -4.10383 -0.002 -0.010 -0.009
C -0.40086 -2.12569 -2.53231 0.008 0.019 -0.004
C 1.13677 1.38260 -2.05830 -0.024 0.045 0.035
C 0.82440 -0.10967 -1.94553 0.096 0.007 0.046
C -1.61128 -1.05903 0.75102 -0.018 0.061 0.083
H 2.10706 -2.85934 -0.39538 0.006 -0.001 0.006
H 2.64847 1.01939 -3.61987 0.004 0.007 -0.002
Br -3.04025 -0.35132 -0.26602 0.023 -0.024 0.009
C -1.56470 -2.42110 0.97829 -0.060 0.012 -0.025
Zn -0.35102 1.91953 0.47237 -0.156 -0.015 -0.228
F -1.22632 0.74314 4.02272 0.010 -0.002 -0.005
C 0.42575 -2.89650 -1.73525 0.014 0.016 -0.012
O -2.48901 4.18325 3.23281 0.042 0.013 -0.026
H -2.29838 -3.09202 0.55924 -0.001 0.002 0.003
```
Positions in Å, forces in eV/Å.

Calculated values
HOMO energy in eV: -2.17
LUMO in eV: 2.21
Gap between HOMO and LUMO in hartree: 0.161
Net charge: -1

Mulliken population analysis, charges in e, atoms 1 to 8: 0.34, -2.15, -1.78, 0.61, 0.54, -0.78, -0.52, -1.04

***

No. 4
ORCA calculation (ωB97M-V/def2-TZVPD) on a structure of composition C45H33Cl3N6O4S5V.

XYZ file:
```
97
Properties=species:S:1:pos:R:3:forces:R:3
H 0.93673 1.41462 -0.06174 -0.035 -0.008 0.018
H -1.42561 -0.17529 6.99133 0.011 0.000 0.002
C 0.45153 4.31873 -0.75870 -0.009 0.150 -0.123
C -0.20027 -1.94868 -0.78777 0.030 0.158 -0.044
O 0.52715 3.20606 -1.64636 0.084 -0.344 0.218
C -0.11016 -2.07261 -3.30340 -0.094 0.010 -0.069
H 1.42661 1.53064 4.08473 -0.030 -0.010 -0.005
N 1.43239 3.04800 1.21826 -0.020 0.154 0.098
H 2.68196 -3.08907 3.81665 -0.066 -0.077 0.081
C -1.69268 5.66784 -0.80774 0.051 0.044 -0.011
N 0.23590 -0.79925 4.15601 0.047 -0.087 0.375
H 0.04245 -2.03689 7.79083 0.001 0.006 -0.001
H 1.65972 -0.22206 -5.52563 -0.003 0.002 -0.002
H -2.83456 -2.27368 -1.32793 0.000 -0.004 0.001
C -3.17534 -0.53393 2.08272 0.141 0.114 -0.057
H -0.25598 1.47596 -2.27941 -0.066 0.081 0.008
C 1.90220 -2.38005 3.55903 0.011 0.142 0.127
V 0.14502 -0.85765 1.95837 -1.812 0.925 1.127
C 3.63396 -3.86582 -0.84749 -0.045 -0.018 -0.001
H 1.63232 -3.08381 6.17715 -0.014 0.004 0.004
H 1.85305 4.05470 3.07309 0.006 -0.009 -0.011
C 1.27791 -0.56868 -4.57318 0.005 0.020 0.059
C -2.99541 -1.83189 2.37841 0.180 -0.066 0.014
N 1.06774 1.04076 2.02480 0.228 0.393 0.127
C -0.61567 -0.24121 5.01431 0.047 0.001 -0.100
H 2.45851 0.80170 -3.40683 0.009 -0.017 0.014
N 2.60995 -2.61878 1.44399 -0.432 0.133 -0.036
C 1.02386 -1.80197 4.57473 0.236 -0.007 -0.154
C 1.55364 4.16252 0.29051 -0.026 -0.033 0.090
C -0.70957 -0.64739 6.33339 -0.029 0.030 0.003
C 4.87229 -2.33680 -2.79320 -0.018 0.015 0.010
H 4.14071 -5.56450 -2.05451 0.000 0.004 0.001
C -3.43624 5.34985 0.78208 -0.058 -0.014 0.000
C 1.38553 1.87769 3.06806 -0.134 -0.031 -0.088
C -2.49741 -5.54119 -0.49318 0.016 0.027 -0.003
H -0.80801 -2.89954 -3.27462 0.006 0.001 0.004
S -1.88564 0.63765 1.88032 -0.048 -0.155 0.017
H -0.97038 3.14912 1.30778 -0.046 0.056 0.029
C 0.98933 -2.26531 5.88185 0.029 -0.022 0.106
C 1.59757 3.13009 2.58607 0.100 0.002 -0.132
H -1.25161 0.53037 4.59403 -0.022 -0.008 -0.002
H 0.03815 -2.09055 -5.43972 -0.003 0.002 -0.002
H 0.79921 5.18083 -1.33353 -0.122 0.074 -0.022
C 1.22835 -0.43715 -2.17505 0.106 -0.060 0.048
C 4.81630 -3.71056 -2.92182 -0.006 -0.021 0.004
H -3.50526 6.81198 -0.78904 0.008 -0.001 0.007
H 5.25890 -4.18295 -3.79128 -0.008 0.007 0.001
C -1.48537 3.98739 0.86094 0.012 -0.019 -0.050
H -1.32374 2.31201 -1.16575 -0.034 0.078 0.057
C 0.10504 -1.68131 6.77014 0.029 -0.027 0.013
N 0.04376 -1.32055 0.28231 0.100 -0.316 -1.959
C 4.19247 -4.48866 -1.94898 0.013 0.052 0.006
C -3.10726 -4.36290 -0.90194 0.023 -0.020 -0.008
Cl -3.87778 2.96426 -2.16910 -0.033 0.020 0.127
C -0.61558 3.49103 -4.35927 0.003 0.033 0.070
O 3.04134 -0.54384 0.52648 -0.111 0.039 0.074
C -1.13973 -5.55115 -0.20051 -0.024 0.012 0.021
H 1.61301 -0.03996 -1.24503 -0.040 0.009 -0.034
H -0.66472 -6.46340 0.13889 0.001 -0.003 -0.004
H 3.86415 -0.14724 -0.76734 0.032 -0.006 0.069
Cl -5.00387 5.78618 1.39769 0.067 -0.007 -0.028
H 5.34590 -1.71605 -3.54346 -0.008 -0.005 0.000
H -3.08366 -6.44586 -0.38745 0.006 0.005 0.002
C -1.00333 -3.20938 -0.72685 0.025 -0.045 -0.035
H 0.45512 3.38164 -4.46341 -0.023 0.001 0.003
C 1.11881 1.77273 0.93384 0.098 -0.134 -0.087
H 2.49719 4.08317 -0.25102 0.028 -0.072 0.006
Cl -1.12622 6.53785 -2.21008 -0.027 -0.002 0.005
S -1.46951 -2.64047 2.64125 0.007 -0.063 -0.027
S -3.06193 4.05337 -4.80643 -0.056 0.040 -0.078
H -3.15064 3.75878 2.19335 0.037 -0.047 -0.003
C -2.35836 -3.20157 -1.03097 -0.041 0.018 0.068
C -2.72967 4.31857 1.36993 -0.036 -0.021 0.001
C -2.65016 3.32904 -3.30738 -0.009 -0.033 0.006
C 3.67654 -2.48152 -0.68999 0.001 0.037 0.071
H -1.14699 4.42101 -6.27364 0.005 -0.010 0.017
C -1.42155 4.03261 -5.30602 0.025 0.001 0.010
N 1.77683 -1.99941 2.33523 1.196 -0.815 0.466
O 4.36280 -0.36751 -1.60869 0.097 -0.006 -0.007
C 4.30091 -1.70894 -1.68395 0.009 -0.014 -0.037
H 1.58874 5.06512 0.90123 0.001 0.052 -0.074
C 3.04851 -1.80470 0.49273 0.355 -0.137 -0.218
C -5.61940 -1.53786 2.20202 -0.085 -0.019 0.041
H -4.17052 -4.34271 -1.10589 0.002 0.000 0.002
C -0.92462 4.65787 -0.22719 0.041 -0.048 0.102
C 0.36976 -1.61635 -4.52421 -0.025 -0.021 0.030
C 1.71682 0.01299 -3.38912 -0.024 -0.023 -0.085
C -2.93481 6.02749 -0.31351 -0.026 0.028 -0.053
S -4.83391 0.01154 1.88726 0.002 0.039 -0.034
C 0.29704 -1.47212 -2.11386 0.023 -0.110 0.041
O -6.81693 -1.70445 2.20252 0.047 0.014 -0.023
C -0.39581 -4.38623 -0.30833 0.020 -0.021 -0.030
C -1.32055 3.08318 -3.18256 0.036 -0.010 -0.034
C -0.64004 2.46019 -2.00195 0.077 0.042 -0.129
H 0.65518 -4.36869 -0.04097 -0.020 -0.006 -0.002
H 3.14202 -4.44173 -0.07464 0.017 -0.004 0.005
S -4.44440 -2.81536 2.51728 -0.022 -0.019 -0.004
```
Positions in Å, forces in eV/Å.

Calculated values
Spin multiplicity: 3
HOMO energy (alpha / beta) in eV: -3.78 / -3.88
LUMO (alpha / beta) in eV: 1.99 / 1.80
Gap between HOMO and LUMO (alpha / beta) in hartree: 0.212 / 0.209
Net charge: -1

Mulliken population analysis, charges in e, atoms 1 to 8: 0.00, 0.43, -0.34, -0.09, -0.27, -0.19, 0.60, 0.62

***

Number 1: molar mass 134.60 g/mol, total energy -51882.5113 eV, strongest force on any atom 4.02 eV/A. Number 2: molar mass 493.70 g/mol, total energy -47933.2147 eV, strongest force on any atom 8.17 eV/A. Number 3: molar mass 520.66 g/mol, total energy -163980.5112 eV, strongest force on any atom 0.28 eV/A. Number 4: molar mass 1039.43 g/mol, total energy -181768.0372 eV, strongest force on any atom 2.33 eV/A.